No. 1
{
  "formula": "C35H46N7O9S2",
  "method": "wB97M-V/def2-TZVPD",
  "e_homo_ha": -0.3943,
  "homo_lumo_gap_ev": 8.25,
  "total_charge": 1,
  "multiplicity": 1,
  "total_energy_ha": -3217.58997,
  "elements": ["H", "C", "C", "C", "C", "C", "C", "C", "C", "C", "H", "C", "H", "C", "H", "H", "H", "H", "H", "C", "H", "C", "C", "S", "H", "H", "N", "N", "C", "O", "C", "C", "C", "H", "H", "H", "H", "C", "O", "C", "C", "C", "O", "H", "H", "O", "H", "H", "H", "C", "N", "C", "H", "H", "C", "H", "C", "H", "C", "H", "C", "H", "S", "C", "C", "N", "H", "N", "C", "H", "H", "O", "C", "H", "O", "H", "H", "H", "H", "H", "H", "H", "C", "H", "O", "H", "H", "H", "H", "N", "C", "H", "N", "C", "O", "H", "H", "O", "H"],
  "xyz": [[-0.270, -0.393, -1.235], [-0.299, 2.006, -1.379], [-7.481, 2.842, 2.556], [6.846, -3.916, -1.532], [1.484, 0.870, -2.643], [-1.849, 3.368, 0.787], [7.994, -4.359, -0.902], [-9.514, 3.569, 1.562], [7.983, -5.620, -0.328], [0.405, -2.448, -1.228], [-6.979, 5.712, 0.881], [3.436, 0.906, 1.444], [1.797, 1.950, -0.996], [2.032, -0.741, 0.335], [-1.421, -1.552, -1.814], [-0.439, 2.091, 3.265], [5.868, -1.773, 1.189], [-2.768, 0.063, 2.354], [1.074, -0.347, -5.530], [-3.301, -0.765, 1.907], [-10.570, 3.431, 1.373], [0.039, -1.011, -3.305], [-1.805, 3.918, -0.613], [2.110, -2.126, -0.735], [8.872, -3.733, -0.864], [-0.888, 1.518, -2.156], [-6.747, 1.856, 3.365], [2.782, 0.559, -2.885], [4.474, -0.635, -0.014], [4.185, -1.256, 2.310], [-4.678, -2.877, 0.725], [-3.314, -2.720, 0.556], [-1.541, 3.939, 3.067], [-6.423, -2.049, 1.645], [-0.844, -1.084, -3.943], [5.226, 0.159, -0.004], [-2.685, 3.540, -1.139], [-0.551, 3.522, -1.410], [-7.355, 0.888, 3.772], [-0.492, 3.076, 3.724], [5.694, -4.678, -1.608], [4.780, -1.657, 1.088], [-3.205, -4.574, -0.811], [-0.736, 3.786, -2.456], [2.495, 1.295, 1.821], [-2.301, 2.295, 1.070], [-5.192, -0.151, 2.679], [4.818, -4.292, -2.107], [4.356, -2.635, 0.859], [5.698, -5.936, -1.030], [-2.577, -3.681, -0.285], [4.257, 0.138, 2.514], [-0.717, 2.971, 4.788], [0.558, -3.211, -2.000], [-0.361, -1.282, -1.851], [0.750, -1.770, -3.651], [-8.849, 4.670, 1.040], [-2.536, 3.501, 3.160], [-7.493, 4.851, 1.285], [-0.160, -2.913, -0.421], [-4.672, -0.888, 2.085], [3.617, 0.724, -4.825], [0.688, -0.386, 1.206], [-2.609, -1.687, 1.142], [1.461, 0.369, -4.807], [3.187, 0.032, 0.287], [-1.543, -1.602, 0.991], [6.852, -2.577, -2.142], [6.840, -6.406, -0.393], [8.869, -5.988, 0.169], [-5.743, 4.052, 2.257], [7.866, -1.919, -2.069], [-6.796, 3.931, 2.051], [3.880, 0.349, 3.515], [-1.377, -3.509, -0.421], [6.839, -7.391, 0.054], [1.428, 1.379, -5.217], [-9.389, 5.390, 0.441], [0.328, 4.095, -1.101], [4.502, -1.079, -1.009], [3.206, -0.940, -4.346], [4.811, -6.551, -1.078], [2.892, 0.103, -4.303], [-1.890, 5.004, -0.550], [5.822, -2.189, -2.672], [3.434, 1.298, -2.644], [-9.328, 1.778, 2.746], [4.032, 1.761, 1.103], [0.487, 3.556, 3.637], [1.091, 1.634, -1.651], [-8.830, 2.640, 2.329], [-5.192, -3.701, 0.254], [0.607, 0.349, -3.590], [-5.356, -1.948, 1.501], [-1.285, 4.199, 1.663], [-1.556, 4.934, 3.516], [-0.587, 1.558, -0.424], [-5.563, 2.054, 3.567], [5.306, 0.468, 2.483]],
  "atomic_forces_ev_per_a": [[0.008, -0.144, 0.051], [-0.324, -0.045, -0.006], [-0.015, 0.011, 0.023], [0.008, -0.005, -0.027], [-0.174, -0.295, 0.344], [0.516, 0.191, -0.171], [0.066, -0.037, 0.042], [0.021, 0.021, -0.013], [-0.030, -0.014, 0.000], [1.601, 0.799, -0.356], [0.001, 0.007, 0.000], [0.164, 0.364, -0.100], [-0.024, -0.192, 0.067], [0.538, 0.127, -0.523], [0.093, 0.079, -0.077], [-0.042, -0.064, 0.026], [-0.053, 0.065, 0.054], [-0.012, 0.019, -0.009], [0.140, 0.086, -0.036], [0.066, 0.097, 0.039], [-0.009, 0.000, -0.002], [-0.407, 0.137, -0.176], [-0.093, 0.168, -0.250], [0.391, 0.245, -0.558], [-0.013, 0.031, -0.031], [-0.071, 0.092, 0.125], [0.027, 0.008, -0.015], [-0.272, 1.219, -0.757], [0.002, 0.156, -0.224], [-0.145, 0.034, 0.027], [-0.170, -0.017, -0.022], [0.052, -0.042, -0.018], [-0.206, 0.175, 0.234], [-0.001, -0.013, 0.001], [0.118, -0.006, -0.041], [-0.073, -0.034, -0.050], [0.035, -0.033, 0.130], [0.040, -0.207, -0.319], [-0.014, -0.047, -0.013], [0.265, 0.111, -0.182], [-0.072, -0.037, 0.013], [0.101, -0.053, -0.012], [0.313, 0.208, -0.011], [0.131, 0.183, 0.107], [-0.013, -0.202, 0.075], [-0.418, -0.559, 0.214], [-0.039, -0.091, 0.050], [0.015, 0.036, -0.018], [0.030, 0.056, -0.007], [0.029, -0.009, 0.022], [-1.683, -0.322, 0.377], [0.163, 0.118, 0.092], [-0.032, -0.035, -0.105], [-0.061, -0.108, 0.194], [0.150, -0.213, -0.037], [0.068, 0.109, 0.095], [0.020, -0.020, 0.017], [0.077, -0.032, -0.045], [-0.034, -0.009, -0.011], [2.586, 1.618, -0.344], [0.062, -0.071, -0.061], [0.021, -0.131, 0.001], [-0.100, 0.318, 0.248], [0.087, 0.021, -0.062], [-0.019, -0.134, 0.026], [-0.097, -0.479, 0.784], [-0.019, 0.004, 0.040], [-0.021, 0.061, 0.087], [-0.003, 0.029, -0.014], [0.008, -0.005, 0.003], [0.005, -0.040, 0.023], [0.018, 0.012, -0.005], [0.036, 0.076, -0.029], [-0.027, -0.138, -0.110], [-3.537, -2.433, 0.658], [-0.002, -0.005, 0.008], [-0.169, -0.105, -0.172], [-0.004, 0.009, 0.001], [-0.060, -0.147, 0.240], [-0.170, -0.024, 0.103], [-0.023, 0.059, 0.096], [-0.008, -0.004, 0.001], [-0.324, -0.140, 0.223], [0.103, -0.067, -0.169], [-0.093, 0.011, -0.070], [0.211, -0.405, 0.344], [0.035, -0.019, 0.021], [-0.082, -0.089, -0.076], [-0.031, -0.074, 0.025], [0.163, -0.056, -0.259], [-0.089, 0.000, -0.021], [0.007, -0.024, 0.001], [0.761, 0.059, 0.200], [0.021, -0.018, -0.044], [-0.093, 0.238, 0.218], [0.000, -0.105, -0.057], [0.131, 0.101, -0.035], [0.036, 0.060, -0.008], [-0.069, -0.034, -0.008]],
  "mulliken_charge": [-1.240, 0.130, 0.118, 0.131, -0.631, 0.755, -0.559, -0.465, -0.441, -1.285, 0.383, -0.925, 0.427, -0.068, 0.500, 0.121, 0.392, 0.482, 0.434, -0.596, 0.381, -1.149, -0.891, 0.117, 0.476, 0.198, 0.985, -0.037, -1.273, -0.438, -0.603, -0.210, 0.039, 0.434, 0.332, 0.618, 0.368, -1.031, -0.585, -1.046, -0.105, -0.389, -0.615, 0.350, 0.490, -0.502, 0.390, 0.440, 0.301, -0.518, 0.939, -0.502, 0.421, 0.547, 1.475, 0.520, -0.422, 0.021, -0.502, 0.508, -0.455, 0.408, -0.064, 0.449, -0.532, 0.680, 0.197, 1.097, -0.461, 0.394, 0.518, -0.620, -0.293, 0.385, -0.566, 0.399, 0.358, 0.387, 0.456, 0.120, 0.244, 0.397, -0.608, 0.442, -0.638, 0.334, 0.476, 0.459, 0.316, 0.057, -0.448, 0.499, 0.194, -0.415, -0.371, 0.376, -0.104, -0.558, 0.299]
}

No. 2
{
  "formula": "C8H9Cl3N2O5PtSi",
  "method": "wB97M-V/def2-TZVPD",
  "e_homo_ha": [-0.3406, -0.3401],
  "relative_energy_kj_mol": 211.2,
  "homo_lumo_gap_ev": [7.27, 7.27],
  "total_charge": 0,
  "multiplicity": 1,
  "total_energy_ha": -2585.52261,
  "elements": ["O", "C", "O", "N", "H", "C", "O", "H", "Cl", "H", "H", "H", "C", "O", "C", "Si", "C", "H", "H", "C", "H", "Cl", "Cl", "C", "H", "Pt", "C", "N", "O"],
  "xyz": [[0.094, 4.026, 3.467], [-3.167, -1.577, -2.113], [-1.146, -0.388, -2.307], [0.687, 0.520, 0.937], [-3.683, -0.803, -2.681], [0.689, 1.785, 2.789], [0.287, 2.494, -0.843], [-3.563, -2.558, -2.366], [2.678, -1.774, -3.450], [1.281, 0.075, 4.080], [-0.933, -3.383, -1.799], [-1.442, -3.274, -3.484], [-1.689, -1.483, -2.365], [0.893, 2.603, 4.970], [0.119, 2.829, 0.379], [2.364, -1.119, -1.535], [1.046, 0.495, 3.115], [1.237, -1.204, 1.858], [-3.350, -1.375, -1.055], [0.484, 1.756, 1.390], [-0.098, 4.066, 2.482], [4.188, -0.594, -0.784], [1.817, -2.827, -0.427], [0.568, 2.854, 3.835], [0.089, -2.513, -2.962], [0.728, 0.408, -1.223], [-0.937, -2.734, -2.680], [1.036, -0.225, 1.987], [-0.279, 3.916, 0.787]],
  "atomic_forces_ev_per_a": [[-0.100, 0.105, -0.525], [-0.006, 0.023, -0.032], [0.130, 0.201, -0.099], [0.688, 0.562, -0.819], [0.024, -0.008, 0.012], [-0.165, 0.176, -0.231], [-0.815, 0.192, 0.386], [-0.005, 0.030, 0.026], [-0.014, 0.153, -0.079], [-0.022, 0.001, -0.090], [-0.044, 0.019, -0.058], [0.001, 0.017, 0.056], [0.157, 0.002, -0.142], [-0.065, 0.037, -0.113], [0.165, -0.080, -0.392], [-1.102, -0.531, 0.772], [-0.009, -0.105, 0.078], [0.053, -0.053, -0.081], [0.019, -0.023, -0.014], [-0.132, 0.050, 0.222], [0.064, -0.066, 0.262], [-0.019, 0.190, -0.019], [0.236, -0.071, 0.022], [0.094, -0.188, 0.017], [-0.042, -0.007, -0.009], [0.651, -0.285, 0.388], [0.016, -0.001, 0.035], [0.143, -0.335, 0.027], [0.099, -0.007, 0.400]],
  "nbo_charge": [-0.666, -0.722, -0.614, -0.324, 0.256, -0.251, -0.791, 0.226, -0.359, 0.257, 0.256, 0.243, 0.648, -0.587, 0.766, 1.030, 0.043, 0.439, 0.254, 0.077, 0.519, -0.350, -0.442, 0.785, 0.246, 0.739, -0.727, -0.306, -0.644]
}